(1)
# C2H6IN2

2 unconnected molecules or ions with the total composition C2H6IN2 (ωB97M-V with the def2-TZVPD basis set, the Open Molecules 2025 dataset).

Properties
energy above the lowest of the compared OMol25 structures with the same formula, charge and spin: 1.7189 eV
HOMO (spin up / spin down): -0.3504 / -0.5278 Eh
gap between HOMO and LUMO (spin up / spin down): 0.2340 / 0.2426 hartree
multiplicity: 3
charge: +1
electronic energy: -486.55931 hartree

```
11
C2H6IN2 (ωB97M-V with the def2-TZVPD basis set)
C 0.423 -0.222 -0.039
C -1.221 1.020 0.220
N 1.519 0.414 -0.310
N 0.211 -1.486 0.071
I -2.922 -0.186 0.081
H -1.044 1.400 1.216
H -1.107 1.711 -0.597
H 1.532 1.424 -0.384
H 2.401 -0.068 -0.465
H -0.733 -1.823 0.251
H 0.940 -2.184 -0.043
```

(2)
# C18H21Cl3N8O5SSiSr

A molecular structure, C18H21Cl3N8O5SSiSr (ωB97M-V with the def2-TZVPD basis set, the Open Molecules 2025 dataset).

Properties
HOMO: -0.2901 Eh
gap between HOMO and LUMO: 0.2919 hartree
electronic energy: -3612.02181 hartree

```
58
C18H21Cl3N8O5SSiSr (ωB97M-V with the def2-TZVPD basis set)
Sr 0.864 -0.434 0.553
N -0.990 -6.127 -2.781
C -1.171 -4.978 -2.041
C -0.531 -3.792 -2.416
C -0.727 -2.635 -1.692
C -1.556 -2.649 -0.574
C -2.209 -3.817 -0.197
C -2.027 -4.968 -0.930
S -1.698 -1.225 0.431
O -3.067 -0.984 0.795
O -1.085 -0.125 -0.349
N -0.690 -1.574 1.598
C -0.563 -0.684 2.652
N 0.698 -0.270 2.890
C 0.875 0.640 3.857
C -0.166 1.122 4.613
C -1.420 0.603 4.319
N -1.630 -0.290 3.360
H -0.189 -6.155 -3.386
H -1.231 -7.000 -2.349
H 0.136 -3.784 -3.270
H -0.240 -1.721 -2.007
H -2.849 -3.817 0.678
H -2.540 -5.880 -0.647
H 1.893 0.980 4.002
H -0.017 1.866 5.381
H -2.299 0.908 4.877
O -2.492 2.439 1.809
C -3.045 2.677 0.522
N -2.624 3.974 0.098
C -1.549 4.300 -0.668
O -1.187 5.456 -0.794
C -0.785 3.215 -1.394
C -1.075 2.910 -2.715
C -0.283 1.990 -3.385
C 0.774 1.402 -2.710
N 1.063 1.677 -1.435
C 0.289 2.565 -0.805
H -2.834 1.595 2.122
H -4.135 2.662 0.564
H -2.713 1.932 -0.200
H -2.997 4.752 0.622
H -1.905 3.394 -3.218
H -0.477 1.736 -4.418
H 1.420 0.681 -3.201
H 0.558 2.776 0.229
N 4.783 1.113 1.458
C 3.743 1.789 0.897
N 4.053 2.693 -0.065
O 2.580 1.627 1.283
H 5.598 0.930 0.899
H 4.500 0.342 2.034
H 4.970 2.735 -0.467
H 3.285 3.079 -0.581
Cl 5.293 -1.355 -0.843
Si 3.234 -1.922 -0.664
Cl 3.467 -3.784 0.324
Cl 2.918 -2.590 -2.664
```

(3)
# C4H11BO2

2 unconnected molecules or ions with the total composition C4H11BO2 (ωB97M-V with the def2-TZVPD basis set, the Open Molecules 2025 dataset).

Properties
energy above the lowest of the compared OMol25 structures with the same formula, charge and spin: 4.4423 eV
HOMO: -0.2933 Eh
gap between HOMO and LUMO: 0.3132 hartree
electronic energy: -334.27575 hartree

```
18
C4H11BO2 (ωB97M-V with the def2-TZVPD basis set)
B -0.143 0.736 -0.653
C -0.107 2.791 0.856
C 0.115 -1.004 1.336
C 0.727 -1.652 -1.006
C -0.211 -0.786 -0.146
O -0.130 1.035 -1.922
O -1.571 -1.156 -0.396
H 0.310 3.548 0.218
H 0.519 2.492 1.671
H -1.140 2.927 1.107
H -0.511 -0.364 1.949
H 1.157 -0.767 1.530
H -0.066 -2.043 1.613
H 0.682 -2.694 -0.685
H 0.429 -1.588 -2.049
H 1.752 -1.303 -0.913
H -0.166 1.940 -2.226
H -1.646 -2.112 -0.286
```

(4)
# C26H37BN2O8S4

A molecular structure, C26H37BN2O8S4 (ωB97M-V with the def2-TZVPD basis set, the Open Molecules 2025 dataset).

Properties
energy above the lowest of the compared OMol25 structures with the same formula, charge and spin: 0.0000 eV
HOMO: -0.3088 Eh
gap between HOMO and LUMO: 0.2955 hartree
electronic energy: -3342.03749 hartree

```
78
C26H37BN2O8S4 (ωB97M-V with the def2-TZVPD basis set)
C -0.237 3.101 -1.275
C 0.243 1.841 -2.057
C 1.195 0.933 -1.568
C 1.589 -0.152 -2.339
C 1.035 -0.369 -3.607
C 1.500 -1.556 -4.486
C 1.593 -1.037 -5.931
C 0.595 -1.159 -6.867
B -0.778 -1.919 -6.545
O -1.994 -1.321 -6.830
O -0.692 -3.189 -6.025
C 0.806 -0.567 -8.191
C 1.917 0.103 -8.565
C 2.976 0.202 -7.595
N 4.134 0.807 -7.862
S 4.966 0.659 -6.457
N 3.905 -0.135 -5.530
C 2.816 -0.363 -6.275
C 0.080 0.530 -4.066
C -0.331 1.634 -3.309
H -1.304 2.996 -1.046
H 0.375 3.141 -0.368
H -0.007 3.973 -1.904
H 1.679 1.034 -0.577
H 2.353 -0.855 -1.995
H 2.481 -1.913 -4.134
H 0.811 -2.407 -4.403
H -2.465 -1.079 -6.023
H 0.236 -3.453 -6.056
H -0.014 -0.654 -8.912
H 2.010 0.550 -9.556
H -0.392 0.430 -5.049
H -1.081 2.315 -3.723
C -0.281 2.995 3.643
C 0.919 2.812 4.581
C 1.742 1.637 4.047
S 1.452 1.582 2.277
O 0.754 0.361 1.960
O 2.654 1.975 1.581
C 0.285 2.934 2.228
H -0.798 3.936 3.826
H -0.995 2.182 3.792
H 1.527 3.720 4.575
H 0.605 2.636 5.610
H 2.805 1.772 4.233
H 1.408 0.690 4.470
H -0.470 2.741 1.471
H 0.839 3.842 1.986
C -4.935 -0.976 0.922
C -5.309 0.118 -0.083
C -4.398 1.321 0.187
S -2.881 0.655 0.885
O -2.766 1.120 2.247
O -1.794 0.794 -0.055
C -3.412 -1.052 0.908
H -5.385 -1.934 0.665
H -5.285 -0.695 1.919
H -5.143 -0.249 -1.099
H -6.360 0.396 -0.005
H -4.163 1.862 -0.727
H -4.833 1.999 0.919
H -2.998 -1.554 1.780
H -3.047 -1.523 -0.005
C 2.201 -3.288 6.046
C 0.673 -3.371 5.944
C 0.092 -2.729 7.210
S 1.298 -1.516 7.755
O 1.834 -1.936 9.023
O 0.767 -0.191 7.549
C 2.511 -1.861 6.486
H 2.683 -3.527 5.099
H 2.560 -3.996 6.797
H 0.337 -2.817 5.063
H 0.331 -4.399 5.833
H -0.854 -2.230 7.014
H -0.032 -3.459 8.009
H 3.513 -1.743 6.893
H 2.350 -1.155 5.671
```

Which value of electronic energy does entry 3 give? -334.27575 hartree

What is the electronic energy in the third record? -334.27575 hartree

Among the records above, which one has the lowest electronic energy? C18H21Cl3N8O5SSiSr

Look up the electronic energy of the first one. -486.55931 hartree